Record 1
The following is a quantum chemistry calculation of C8H14FP in the gas phase in a non-equilibrium geometry, from the Open Molecules 2025 dataset.

XYZ file:
```
24
Properties=species:S:1:pos:R:3:forces:R:3
C -0.1754 -1.9187 0.1482 1.40 2.04 0.62
C 0.8164 -1.1077 -0.2743 -1.57 0.75 0.42
C -1.3583 -1.3852 0.9796 4.07 0.78 0.06
C -1.1301 0.1154 1.2988 -1.20 -0.73 -0.07
C -0.5543 0.9495 0.1520 -1.38 2.22 0.90
C 0.7646 0.4033 -0.2270 2.46 -0.09 0.92
C -1.5462 0.8669 -0.9954 -0.72 -2.63 -2.12
C 1.3948 0.9280 -1.5030 -0.73 1.81 -0.12
F 2.0011 -1.4933 -0.8028 -0.44 -1.17 0.30
P 2.0388 0.9864 1.1958 -2.03 -0.01 0.47
H 0.0563 -2.9236 0.2806 0.20 -1.89 -0.37
H -2.2082 -1.6011 0.4569 -2.61 -0.33 -1.11
H -1.3177 -1.9448 1.9120 -0.36 -0.04 0.06
H -2.1272 0.4582 1.5698 0.11 0.60 0.22
H -0.5013 0.1468 2.1696 0.33 0.25 0.42
H -0.3901 2.0670 0.5361 -0.52 -2.21 -0.85
H -1.3853 -0.1475 -1.5142 0.06 1.00 0.81
H -1.5315 1.4719 -1.9037 0.47 0.85 0.62
H -2.6048 0.7226 -0.7436 0.22 0.65 0.56
H 1.7073 1.9885 -1.5954 -0.33 -0.36 0.84
H 0.7814 0.7908 -2.3667 -0.72 -0.40 -0.54
H 2.2405 0.3538 -1.6357 1.94 -0.88 -0.66
H 3.1157 0.3665 0.7037 1.63 -0.73 -0.95
H 1.9135 -0.0937 2.1586 -0.26 0.52 -0.44
```
Positions in Å, forces in eV/Å.

Output
- largest force on an atom (eV/A) = 4.1
- charge = 0
- Kohn-Sham gap (eV) = 9.63
- HOMO level (eV) = -8.7
- structure (SMILES) = C[C@H]1CCC=C(F)[C@]1(C)P

***

Record 2
The following is a quantum chemistry calculation of a gas-phase ion, C4H11BrN2 (charge +2) in a non-equilibrium geometry, from the Open Molecules 2025 dataset.

XYZ file:
```
18
Properties=species:S:1:pos:R:3:forces:R:3
C -0.3875 -0.5914 -0.0946 6.39 2.60 -1.54
C -0.8860 0.6201 0.0297 -0.95 -0.91 1.22
C -2.3033 0.8703 0.3386 -1.48 -1.73 3.45
C 1.4341 -0.8241 -0.5365 -3.61 1.61 3.64
N -0.2224 1.9213 -0.1565 -0.13 -1.26 -0.22
N 1.8204 -2.0629 0.1721 -4.19 -1.73 -1.58
Br 2.6071 0.6534 0.0873 -0.39 -1.30 -0.54
H -0.8623 -1.4933 -0.1083 -1.54 -2.09 0.25
H -2.9221 0.8848 -0.4758 -1.26 0.85 -2.70
H -2.5190 1.7378 0.9954 0.37 -0.30 -0.47
H -2.8768 0.0043 0.8541 1.59 1.03 -0.35
H 1.5463 -1.0390 -1.5408 0.20 0.09 -2.14
H -0.7391 2.5706 0.4433 -0.49 0.74 -1.26
H -0.1669 1.9205 -1.1831 -0.57 1.77 0.06
H 0.7178 2.0387 0.1495 1.44 -0.56 0.47
H 2.7077 -2.3297 -0.0799 2.89 -1.45 -1.91
H 1.9919 -2.0098 1.1239 -0.63 0.74 3.13
H 1.0601 -2.8714 -0.0183 2.36 1.90 0.50
```
Positions in Å, forces in eV/Å.

Output
- largest force on an atom (eV/A) = 7.1
- charge = +2
- energy relative to the best compared isomer or geometry (same formula, charge and spin) (kJ/mol) = 97.8
- Kohn-Sham gap (eV) = 11.43
- HOMO level (eV) = -19.0
- structure (SMILES) = C/C([NH3+])=C/[C@H]([NH3+])Br

***

Record 3
The following is a quantum chemistry calculation of C14H17NO4 in the gas phase in a non-equilibrium geometry, from the Open Molecules 2025 dataset.

XYZ file:
```
36
Properties=species:S:1:pos:R:3:forces:R:3
C -5.5089 -1.8722 -0.4054 -0.05 0.24 -0.08
C -5.1251 -0.4044 -0.5462 0.21 -0.13 0.15
C -3.7878 -0.1108 0.1284 -0.01 0.35 -0.10
C -3.3977 1.3568 -0.0212 -0.30 -0.33 -0.29
H -3.2616 1.6056 -1.0783 -0.05 0.03 0.15
H -4.1511 2.0114 0.4211 0.08 -0.04 -0.06
O -2.1883 1.6515 0.6863 0.07 0.17 0.36
C -1.0453 1.3417 0.0807 0.27 0.02 0.03
O -0.9480 0.8422 -1.0054 -0.03 0.01 -0.07
C 0.1414 1.7121 0.9681 -0.07 0.02 -0.12
N 1.3505 1.1293 0.4723 0.16 -0.01 -0.11
C 1.6224 -0.2126 0.2957 0.55 -0.39 -0.24
C 0.9453 -1.3639 0.6436 0.13 0.25 -0.07
C 1.5306 -2.5830 0.3187 0.16 -0.03 -0.02
C 2.7635 -2.6166 -0.3313 -0.16 -0.06 0.08
C 3.4513 -1.4641 -0.6811 -0.01 0.53 0.00
C 2.8584 -0.2644 -0.3565 -0.69 -0.65 0.35
O 3.3043 1.0117 -0.5785 0.42 -0.02 -0.24
C 2.3737 1.8675 -0.0923 -0.62 0.69 0.45
O 2.4450 3.0640 -0.1228 0.20 0.03 -0.19
H 4.4030 -1.4998 -1.1841 0.13 -0.01 -0.07
H 3.1961 -3.5757 -0.5726 0.06 -0.11 -0.02
C 0.8312 -3.8674 0.6480 -0.01 -0.02 -0.08
H 0.4139 -4.3064 -0.2579 -0.07 -0.09 -0.01
H 1.5275 -4.5856 1.0756 -0.01 -0.08 0.05
H 0.0201 -3.7014 1.3518 -0.07 -0.05 0.06
H -0.0101 -1.3212 1.1427 -0.14 -0.02 0.07
H -0.0605 1.3954 1.9961 0.01 0.08 -0.10
H 0.2743 2.7993 0.9491 -0.06 -0.16 0.07
H -3.0080 -0.7286 -0.3218 0.02 -0.02 0.04
H -3.8479 -0.3549 1.1916 0.03 -0.03 0.03
H -5.9013 0.2205 -0.0992 -0.05 0.07 -0.06
H -5.0577 -0.1459 -1.6047 -0.05 0.07 -0.04
H -6.4618 -2.0648 -0.8917 -0.09 -0.11 -0.02
H -4.7550 -2.5082 -0.8634 0.06 -0.11 -0.03
H -5.5976 -2.1456 0.6436 -0.02 -0.08 0.10
```
Positions in Å, forces in eV/Å.

Output
- largest force on an atom (eV/A) = 1.0
- charge = 0
- energy relative to the best compared isomer or geometry (same formula, charge and spin) (kJ/mol) = 1.9
- Kohn-Sham gap (eV) = 9.01
- HOMO level (eV) = -8.3
- structure (SMILES) = CCCCOC(=O)Cn1c(=O)oc2ccc(C)cc21

***

Record 4
The following is a quantum chemistry calculation of 4 unconnected molecules or ions with the total composition C32H63NO11S4 in a non-equilibrium geometry, from the Open Molecules 2025 dataset.

XYZ file:
```
111
Properties=species:S:1:pos:R:3:forces:R:3
C 3.6754 2.1820 2.1649 0.67 -0.44 0.21
C 4.3763 0.7650 2.0058 -1.00 0.77 -0.31
C 3.6713 0.0323 0.8056 0.48 -0.58 0.17
C 4.3327 -1.3617 0.4522 -0.15 0.34 0.32
C 4.3870 -2.3792 1.6586 -0.59 -0.40 -0.48
C 3.1515 -3.3956 1.6729 0.63 -0.18 0.25
C 3.6020 -4.8953 1.4428 0.34 0.34 -0.06
C 2.7287 -5.9663 2.2060 0.01 -0.38 -0.44
C 2.0404 -7.0230 1.2325 -0.19 0.57 0.34
C 1.2075 -6.3161 0.0727 0.36 0.03 0.10
C 0.0940 -5.3547 0.6388 -0.77 -0.96 0.18
C -1.0953 -6.2564 1.1778 -0.12 0.89 0.88
C -2.2439 -5.3880 1.8702 0.76 -0.69 -0.63
C -2.8288 -4.2584 0.9285 -0.97 0.05 0.76
C -2.8972 -2.8468 1.6689 -0.51 -1.10 -1.48
C -1.6725 -1.9091 1.2775 1.13 -1.56 0.68
N -2.1353 -0.6677 0.5595 -0.90 -0.21 0.26
S -0.7311 0.2861 0.0477 6.46 0.31 -2.01
C -1.1977 1.8351 -0.8175 -1.37 0.81 0.04
O -0.0630 -0.5540 -0.9669 -2.54 0.55 0.56
O 0.2360 0.5139 1.1052 -2.69 0.16 0.08
C -3.1646 0.0938 1.3368 -2.19 0.54 0.38
C -2.5897 1.0547 2.4335 2.11 3.80 2.26
O -2.6243 0.7369 3.6397 -0.83 -1.77 -1.05
O -2.1068 2.2209 2.1184 -1.43 -3.02 -1.78
C -4.2068 -0.9563 1.9165 -0.39 -0.56 0.24
O -4.1387 -2.2375 1.2178 1.58 0.97 0.88
H 2.5595 2.0564 2.2683 1.14 0.21 -0.23
H 3.9483 2.7898 1.2587 -0.54 -0.38 0.90
H 4.0651 2.6957 3.0905 -0.44 -0.36 -0.99
H 4.2482 0.2268 2.9883 0.35 0.33 -1.10
H 5.4671 0.9229 1.7592 -1.05 -0.32 0.44
H 3.7559 0.6858 -0.0993 -0.14 -0.56 0.86
H 2.5705 -0.1137 1.0132 1.14 0.14 -0.05
H 3.7216 -1.8007 -0.3935 0.86 0.26 0.78
H 5.3941 -1.2057 0.1004 -1.13 0.03 0.16
H 4.4011 -1.8578 2.6553 0.20 -0.38 -1.10
H 5.3387 -2.9722 1.5524 -0.93 0.52 0.29
H 2.4038 -3.1202 0.8771 0.60 -0.11 0.85
H 2.6596 -3.3369 2.6789 0.23 0.00 -0.88
H 3.6266 -5.0581 0.3242 -0.09 -0.11 1.20
H 4.6762 -5.0098 1.7718 -1.11 0.18 -0.23
H 3.3892 -6.5019 2.9462 -0.72 0.38 -0.77
H 1.9287 -5.4714 2.8289 0.80 -0.37 -0.69
H 2.8069 -7.7305 0.8040 -0.74 0.81 0.32
H 1.3396 -7.6396 1.8664 0.69 0.46 -0.74
H 0.7383 -7.1282 -0.5591 0.30 0.90 0.65
H 1.8842 -5.7480 -0.6273 -0.54 -0.57 0.81
H 0.4409 -4.7302 1.5073 -0.03 -0.58 -0.85
H -0.2935 -4.6234 -0.1297 0.55 -0.92 0.55
H -1.5273 -6.9245 0.3889 0.39 0.71 0.47
H -0.7022 -6.9305 1.9931 -0.30 0.58 -0.92
H -3.0349 -6.1379 2.1646 0.60 1.09 -0.17
H -1.8213 -4.9363 2.8171 -0.43 -0.46 -0.97
H -2.3319 -4.1873 -0.0737 -0.24 -0.05 0.98
H -3.9066 -4.5235 0.7186 1.09 0.40 0.17
H -2.9326 -3.0700 2.7684 0.03 0.67 -0.85
H -1.0147 -1.6524 2.1567 -0.96 0.23 -0.91
H -1.0248 -2.4915 0.5705 -0.54 0.80 0.48
H -2.5994 -0.9741 -0.3162 0.34 0.02 0.37
H -1.3496 1.6811 -1.9209 0.32 -0.41 1.18
H -2.1201 2.3054 -0.3741 1.06 -0.55 -0.11
H -0.3436 2.5424 -0.6439 -0.65 -0.98 0.14
H -3.7361 0.7434 0.6120 0.86 -0.67 0.51
H -5.2567 -0.5883 1.7803 1.05 -0.12 0.23
H -4.0040 -1.1976 3.0001 -0.13 0.86 -1.01
C -5.8816 2.3640 5.8416 -0.09 0.10 0.03
C -7.3653 2.0732 6.0887 0.04 -0.05 0.14
C -8.1099 2.3409 4.7775 -0.39 0.03 0.39
S -6.9261 2.0481 3.4629 0.28 -0.16 0.37
O -6.6716 3.2966 2.7873 -0.18 -0.20 -0.25
O -7.2975 0.8478 2.7438 0.04 0.23 -0.31
C -5.5396 1.6815 4.5232 0.26 0.10 0.24
H -5.2558 1.9972 6.6557 0.00 0.02 -0.08
H -5.7263 3.4432 5.7552 0.05 -0.06 -0.01
H -7.4877 1.0244 6.3740 0.01 0.05 -0.03
H -7.7669 2.6818 6.9005 -0.01 -0.04 -0.06
H -8.9603 1.6719 4.6526 0.05 0.08 -0.18
H -8.4400 3.3774 4.7083 0.08 -0.05 -0.13
H -4.6198 2.0520 4.0727 -0.05 -0.11 -0.09
H -5.4893 0.5982 4.6424 0.02 0.05 -0.08
C 2.7005 0.8009 -4.5941 -0.11 -0.15 0.16
C 1.5864 1.7568 -4.1565 0.04 -0.10 -0.26
C 2.0586 2.4618 -2.8841 -0.56 0.00 0.03
S 3.8472 2.5058 -2.9702 -0.18 0.09 -0.25
O 4.3768 1.6886 -1.9069 0.24 0.33 -0.13
O 4.2827 3.8670 -3.1834 0.14 -0.11 0.23
C 3.9927 1.6045 -4.5048 -0.04 -0.33 -0.33
H 2.5356 0.4198 -5.6028 0.02 0.02 0.05
H 2.7425 -0.0538 -3.9123 0.08 0.02 -0.05
H 1.4120 2.4958 -4.9401 -0.01 -0.13 0.16
H 0.6459 1.2293 -3.9890 0.04 0.03 0.01
H 1.6752 3.4802 -2.8228 0.15 0.00 0.03
H 1.7781 1.9042 -1.9889 0.21 -0.01 0.01
H 4.8861 0.9823 -4.4867 0.05 0.15 0.12
H 4.0590 2.3345 -5.3134 0.03 0.02 0.09
C 2.8712 6.7203 -6.8984 -0.03 0.06 -0.14
C 1.7220 7.5813 -6.3655 0.11 0.09 0.08
C 0.4398 6.7490 -6.4649 -0.12 0.52 0.01
S 0.9461 5.0347 -6.3414 0.29 0.35 0.03
O 0.6668 4.3800 -7.5960 -0.15 -0.20 0.26
O 0.5004 4.4969 -5.0762 -0.24 -0.11 -0.24
C 2.7012 5.3532 -6.2464 0.37 0.16 0.04
H 3.8441 7.1551 -6.6674 -0.05 -0.05 -0.01
H 2.7907 6.6293 -7.9856 0.04 -0.03 0.05
H 1.9144 7.8377 -5.3201 -0.01 -0.03 -0.06
H 1.6274 8.5162 -6.9194 -0.02 -0.06 0.04
H -0.2536 6.9789 -5.6572 -0.05 -0.19 -0.08
H -0.0528 6.8857 -7.4277 0.02 -0.16 0.04
H 3.2496 4.5623 -6.7560 -0.16 -0.08 0.04
H 2.9784 5.3832 -5.1904 -0.03 -0.09 -0.03
```
Positions in Å, forces in eV/Å.

Output
- largest force on an atom (eV/A) = 6.8
- charge = 0
- Kohn-Sham gap (eV) = 8.12
- HOMO level (eV) = -8.4
- structure (SMILES) = CCCCCCCCCCCCCC[C@H]1C[N@H+](S(C)(=O)=O)[C@H](C(=O)[O-])CO1.O=S1(=O)CCCC1.O=S1(=O)CCCC1.O=S1(=O)CCCC1

***

Record 5
The following is a quantum chemistry calculation of a molecular structure, C23H20AsN5S4Se3TeW in a non-equilibrium geometry, from the Open Molecules 2025 dataset.

XYZ file:
```
58
Properties=species:S:1:pos:R:3:forces:R:3
W 0.2683 -0.1339 -0.4941 -0.58 1.34 -0.23
C 4.3967 0.6624 -4.4074 0.00 0.01 -0.01
C 3.6181 1.7843 -4.1598 -0.02 0.00 0.03
C 2.8795 1.8767 -2.9889 0.02 0.00 -0.10
C 2.9116 0.8410 -2.0637 0.03 0.08 0.09
C 3.7067 -0.2752 -2.2979 0.02 0.07 -0.01
C 4.4423 -0.3605 -3.4722 -0.01 -0.01 0.04
N 2.1152 0.9635 -0.8707 0.00 -0.35 -0.34
C 2.5421 1.7942 0.0650 0.18 0.11 0.14
C 3.8064 2.4730 0.0635 -0.04 -0.04 -0.03
C 4.1020 3.3329 1.0653 -0.06 0.05 0.09
C 3.1873 3.6111 2.1349 0.11 0.02 -0.03
C 1.9802 3.0067 2.1666 -0.13 -0.13 -0.11
C 1.6446 2.0829 1.1330 0.09 0.17 0.08
N 0.4620 1.4768 1.0096 0.23 -0.66 -0.04
N -0.5177 1.8049 1.7817 -0.23 -0.09 0.02
C -1.6600 1.1045 1.5127 0.16 0.15 0.13
C -2.8007 1.4133 2.2627 -0.01 0.08 0.08
C -3.9654 0.7252 2.0446 0.01 -0.04 -0.03
C -3.9741 -0.2951 1.0924 0.05 0.02 0.00
C -2.8198 -0.5549 0.3950 -0.12 -0.06 0.06
N -1.6825 0.1431 0.5621 0.07 0.16 0.00
H 4.9707 0.5898 -5.3219 0.00 0.00 0.00
H 3.5819 2.5931 -4.8782 0.01 0.00 0.00
H 2.2754 2.7524 -2.7905 0.00 -0.02 0.00
H 3.7765 -1.0677 -1.5676 0.01 -0.04 0.03
H 5.0570 -1.2346 -3.6438 0.00 0.01 -0.01
H 4.5272 2.2605 -0.7120 -0.04 -0.03 -0.02
H 5.0731 3.8116 1.0661 -0.01 0.02 0.04
H 3.4729 4.2937 2.9233 0.04 0.01 -0.03
H 1.2635 3.1786 2.9560 0.00 0.01 0.00
H -2.7068 2.1987 2.9985 -0.05 -0.02 0.00
H -4.8572 0.9548 2.6121 0.01 0.02 0.01
H -4.8551 -0.8906 0.9040 0.01 -0.01 -0.01
H -2.7807 -1.3815 -0.2960 0.01 -0.01 -0.02
Se -0.3330 2.2070 -1.6646 -0.23 -0.37 0.09
Se -2.6340 2.1205 -2.0891 0.34 -0.09 -0.03
Te -2.3770 0.4260 -3.9215 -0.02 0.16 0.05
Se -1.3189 -1.3088 -2.3782 0.12 -0.23 0.31
S 3.7960 -0.8557 1.4483 -0.23 0.07 -0.05
As 2.2162 -1.7951 0.4915 0.30 -0.04 0.29
S 0.8468 -1.2575 -2.4514 0.12 -0.15 -0.05
S 0.2445 -1.5631 1.3958 -0.09 -0.18 -0.32
S 2.4640 -3.6174 -0.4856 0.00 0.06 -0.07
N -1.1782 -3.9434 -0.5636 0.05 -0.02 0.08
C -1.3360 -4.4338 0.7667 -0.11 0.03 0.03
C -0.3733 -5.2308 1.3775 0.05 0.09 0.06
C -0.5388 -5.6421 2.6934 0.02 0.02 -0.03
C -1.6735 -5.2851 3.4069 0.00 0.01 0.00
C -2.6417 -4.4993 2.7961 0.01 0.00 0.00
C -2.4668 -4.0667 1.4913 -0.04 -0.10 -0.04
H -0.2052 -4.0134 -0.8540 0.00 -0.07 -0.03
H -1.7613 -4.4569 -1.2126 0.01 0.02 -0.04
H 0.5194 -5.5000 0.8275 0.00 0.00 0.00
H 0.2272 -6.2489 3.1596 -0.01 0.00 0.00
H -1.8013 -5.6112 4.4307 0.01 0.00 0.00
H -3.5289 -4.2070 3.3442 0.00 0.00 0.00
H -3.2069 -3.4303 1.0225 -0.02 0.01 -0.01
```
Positions in Å, forces in eV/Å.

Output
- largest force on an atom (eV/A) = 1.5
- charge = 0
- energy relative to the best compared isomer or geometry (same formula, charge and spin) (kJ/mol) = 94.2
- Kohn-Sham gap (alpha / beta) (eV) = 5.11 / 5.11
- HOMO level (alpha / beta) (eV) = -7.2 / -7.2

***

Record 6
The following is a quantum chemistry calculation of C8H5Br3N2 in the gas phase in a non-equilibrium geometry, from the Open Molecules 2025 dataset.

XYZ file:
```
18
Properties=species:S:1:pos:R:3:forces:R:3
Br 3.6694 -0.2179 1.5120 -0.12 0.07 -0.22
Br 1.4286 -2.3003 2.6876 -0.64 0.51 -0.71
Br 2.9660 1.8812 -0.9222 -0.50 -0.21 -0.09
N -2.0677 -0.1760 -0.4615 -0.34 -0.33 -0.10
C -2.5240 -1.1112 0.3701 2.15 2.55 -1.42
C 1.9298 -0.1765 0.7565 0.25 -1.10 0.76
C 0.9801 -1.0590 1.2775 0.28 0.26 0.39
C 1.6159 0.6910 -0.2899 -0.88 0.29 0.09
C -0.6897 -0.0588 -0.2079 -0.28 0.16 -0.26
C -0.3276 -0.9329 0.7984 0.27 -0.29 0.41
C 0.2992 0.7639 -0.7593 -0.07 1.24 -1.66
N -1.4958 -1.5314 1.1328 -0.63 -2.45 2.24
C -0.0780 1.7549 -1.8733 0.33 -0.52 0.55
H -3.5458 -1.4243 0.4765 -0.03 -0.12 0.01
H -1.6216 -2.1517 1.9220 0.27 -0.03 -0.19
H -1.0217 1.5192 -2.3436 -0.21 -0.42 0.01
H -0.2202 2.7397 -1.4393 0.26 0.28 0.04
H 0.7032 1.7901 -2.6366 -0.12 0.12 0.17
```
Positions in Å, forces in eV/Å.

Output
- largest force on an atom (eV/A) = 3.6
- charge = 0
- energy relative to the best compared isomer or geometry (same formula, charge and spin) (kJ/mol) = 0.0
- Kohn-Sham gap (eV) = 8.97
- HOMO level (eV) = -8.7
- structure (SMILES) = Cc1c(Br)c(Br)c(Br)c2[nH]cnc12